1.
Below is 3 unconnected molecules or ions with the total composition C49H36O7 at a distorted geometry, with properties calculated with the ωB97M-V functional and the def2-TZVPD basis.

Values from the calculation:
HOMO	-8.3	eV
HOMO-LUMO gap	7.023	eV
ΔE to the lowest compared entry with this formula, charge and spin	233.9	kcal per mole
structure (SMILES)	Cc1ccc(C(C)C)c(OCc2cccc3c2C(=O)C=CC3=O)c1.O=C1c2ccccc2C(=O)c2ccccc21.O=C1c2ccccc2C(=O)c2ccccc21
E	-2415.16308	Eh
lowest unoccupied orbital energy	-0.047	Eh

Each line ends with the Mulliken charge.
CARTESIAN COORDINATES (ANGSTROEM)
C 1.15100 -0.06613 -1.34076  -0.756
C 1.00125 1.46535 -0.87185  0.686
C 2.06400 2.02557 0.13819  -0.641
C 1.91368 3.49943 0.64301  -0.870
C 0.74523 4.41936 0.16986  0.214
C 0.66164 5.89454 0.78442  0.233
C 0.19171 7.02633 -0.25364  -1.021
C -0.21089 5.93196 2.16211  -1.101
C -0.24758 3.80337 -0.84608  0.528
O -1.37510 4.59395 -1.31771  -0.411
C -2.41583 4.32786 -0.34373  -0.238
C -3.81595 5.01451 -0.66642  0.216
C -4.13260 5.93461 -1.86667  -0.509
C -5.56688 6.55942 -2.01666  -0.384
C -6.72703 6.28353 -1.00765  -0.640
C -6.40914 5.35574 0.19439  0.357
C -4.97750 4.72240 0.35610  0.389
C -4.77461 3.79616 1.63550  0.342
O -4.09312 2.74427 1.68348  -0.505
C -5.57670 4.26169 2.96041  -0.428
C -6.88460 4.82343 2.80762  -0.370
C -7.50739 5.02505 1.33141  0.219
O -8.73333 4.89889 1.07959  -0.522
C -0.17652 2.35054 -1.40175  -0.517
H 1.40481 -0.18186 -2.44692  0.295
H 0.14988 -0.61941 -1.17752  0.180
H 1.95482 -0.63225 -0.73346  0.120
H 2.92849 1.38413 0.54339  0.282
H 2.67933 3.90833 1.37675  0.242
H 1.73187 6.18160 1.11809  0.498
H -0.95561 7.11065 -0.16142  0.152
H 0.67550 8.05769 -0.06023  0.347
H 0.42123 6.65524 -1.31932  0.266
H 0.09541 6.89719 2.72170  0.359
H 0.02011 5.02166 2.83473  0.277
H -1.33636 6.04421 1.96125  0.262
H -2.60342 3.18472 -0.37098  0.400
H -2.10353 4.55935 0.73728  -0.016
H -3.33998 6.15834 -2.64924  0.389
H -5.83602 7.24864 -2.89922  0.305
H -7.76567 6.73573 -1.09288  0.366
H -5.06734 4.12232 3.97210  0.335
H -7.42067 5.11152 3.76704  0.320
H -0.91884 1.90698 -2.14851  0.368
C 7.58315 -3.15899 -4.35868  -0.423
C 6.31557 -2.58090 -4.34765  -0.563
C 5.66246 -2.35756 -3.14062  -0.548
C 6.27112 -2.72335 -1.93965  0.128
C 7.52998 -3.32444 -1.95238  0.371
C 8.19023 -3.53121 -3.16445  -0.630
C 8.16579 -3.76237 -0.68865  0.510
O 9.26720 -4.28430 -0.69859  -0.684
C 7.43897 -3.56424 0.58571  0.291
C 7.99947 -4.02342 1.77856  -0.587
C 7.32983 -3.82985 2.98223  -0.464
C 6.10331 -3.16933 3.00042  -0.521
C 5.53896 -2.71530 1.81366  -0.532
C 6.20159 -2.92064 0.60244  0.173
C 5.57558 -2.46516 -0.65893  0.548
O 4.49999 -1.89074 -0.64456  -0.673
H 8.09613 -3.32462 -5.30064  0.393
H 5.83722 -2.30222 -5.28107  0.403
H 4.67719 -1.90204 -3.13802  0.572
H 9.17548 -3.98609 -3.17988  0.461
H 8.95623 -4.53605 1.77217  0.465
H 7.76517 -4.19237 3.90796  0.391
H 5.58468 -3.01225 3.94077  0.401
H 4.58081 -2.20568 1.83372  0.503
C -1.03429 -7.24123 -1.79592  -0.485
C -2.11796 -8.05531 -1.47342  -0.443
C -3.15462 -7.55763 -0.69165  -0.568
C -3.10478 -6.24582 -0.21927  0.273
C -2.00805 -5.43861 -0.52202  0.187
C -0.97755 -5.93555 -1.32144  -0.546
C -1.91921 -4.06101 0.01389  0.508
O -0.96324 -3.35332 -0.25284  -0.666
C -3.00497 -3.55921 0.88558  0.249
C -2.90756 -2.28371 1.44439  -0.636
C -3.92925 -1.79836 2.25386  -0.563
C -5.05541 -2.58069 2.50071  -0.504
C -5.15374 -3.85400 1.95049  -0.577
C -4.12375 -4.34950 1.14936  0.317
C -4.22186 -5.71929 0.59746  0.534
O -5.20500 -6.40664 0.81627  -0.683
H -0.22993 -7.62752 -2.41375  0.388
H -2.15537 -9.07832 -1.83376  0.395
H -3.99874 -8.19498 -0.44802  0.457
H -0.12811 -5.30792 -1.57150  0.484
H -2.03445 -1.66748 1.25363  0.552
H -3.84902 -0.80825 2.69132  0.466
H -5.85563 -2.19870 3.12652  0.394
H -6.03143 -4.46043 2.15040  0.460

Cartesian forces (eV/Å) of the 2 atoms listed first:
-0.471 0.120 0.476
0.242 2.001 0.819


2.
Below is a molecular structure, C49H37ClF9O8S3Ti at a distorted geometry, with properties calculated with the ωB97M-V functional and the def2-TZVPD basis.

Values from the calculation:
HOMO (alpha / beta)	-1.7 / -2.4	eV
HOMO-LUMO gap (alpha / beta)	5.553 / 5.776	eV
multiplicity	2
ΔE to the lowest compared entry with this formula, charge and spin	38.4	kcal per mole
E	-5894.50823	Eh
lowest unoccupied orbital energy (alpha / beta)	0.141 / 0.125	Eh
charge	-2

Each line ends with the Mulliken charge.
CARTESIAN COORDINATES (ANGSTROEM)
Ti -0.07393 0.36227 3.53644  0.463
C 5.26639 -1.40897 3.40669  -1.753
C 4.43890 -0.23316 2.85780  2.239
C 5.18218 0.46777 1.76522  -1.767
O 4.28501 0.72138 3.97821  -0.710
C 3.06724 -0.75185 2.36509  0.038
O 3.06084 -1.30235 1.25941  -0.751
O 2.05751 -0.55893 3.11453  -0.001
H 6.32774 -1.09410 3.46002  0.405
H 5.15476 -2.31868 2.74112  0.223
H 4.92258 -1.52982 4.39558  0.409
H 6.05940 1.01474 2.19729  0.453
H 4.58555 1.18659 1.25118  0.245
H 5.67535 -0.24873 1.06995  0.258
H 3.34861 0.77916 4.16913  0.230
C -6.96486 -0.20318 -0.95459  -1.523
C -5.56669 -0.07476 -0.34762  1.266
C -5.00832 1.16304 -0.07088  -0.951
C -3.66554 1.21388 0.31358  -0.252
C -2.99486 0.05523 0.55417  0.039
C -3.55872 -1.19773 0.37843  -0.671
C -4.86177 -1.23264 -0.03670  -0.738
S -1.26359 0.20455 0.68738  0.635
O -0.87518 -0.63458 2.04272  0.043
C -0.77666 -0.92891 -0.67347  -0.293
C 0.02741 -2.05141 -0.36723  -0.304
C 0.33547 -3.01695 -1.29179  -1.792
C -0.65073 -3.11239 -2.48885  1.155
C -0.55200 -4.10981 -3.48875  -0.629
C -1.38473 -4.21227 -4.53998  -0.786
C -2.42651 -3.30669 -4.61082  -0.713
C -2.39986 -2.26631 -3.78239  -0.619
C -1.44695 -2.08391 -2.79756  0.512
C -1.33989 -0.75884 -2.04466  1.273
C -1.52201 0.59036 -2.47567  1.281
C -2.16778 1.00852 -3.76442  0.035
C -1.89744 0.53914 -4.95648  0.440
C -2.43030 1.03815 -6.10235  -0.924
C -3.23674 2.20539 -6.06067  -0.780
C -3.47663 2.83854 -4.85060  -0.734
C -2.87193 2.30259 -3.71348  0.560
C -2.67299 3.15938 -2.51639  -1.607
C -1.53232 2.93708 -1.74780  -0.635
C -0.94721 1.68358 -1.76844  -0.557
S 0.81048 1.66973 -1.27179  0.922
O 1.29226 3.11244 -1.32233  -0.929
C 1.54716 0.60418 -2.54593  0.537
C 2.51349 -0.24993 -1.98865  -0.695
C 3.05327 -1.21314 -2.73655  -0.719
C 2.78560 -1.30512 -4.10713  1.007
C 3.17238 -2.44685 -4.98206  -1.873
C 1.99709 -0.32137 -4.64681  -0.657
C 1.30825 0.64971 -3.91575  -0.402
H -7.35537 0.82213 -0.89157  0.356
H -7.68083 -0.84611 -0.41499  0.350
H -6.94946 -0.60990 -1.92557  0.318
H -5.53826 2.09376 -0.21645  0.281
H -3.16534 2.16993 0.42781  0.602
H -3.02515 -2.14242 0.62370  0.335
H -5.35211 -2.18862 -0.16881  0.382
H 0.57016 -2.15089 0.57148  0.047
H 0.85505 -3.95948 -1.14207  0.327
H 0.08869 -4.98902 -3.21352  0.246
H -1.42416 -5.06699 -5.27817  0.279
H -3.24661 -3.38825 -5.34122  0.376
H -3.12461 -1.44180 -3.78531  0.494
H -1.23569 -0.33704 -5.12557  0.368
H -2.07291 0.38685 -6.95143  0.319
H -3.61810 2.63530 -7.01670  0.284
H -4.20058 3.67369 -4.74316  0.306
H -3.36008 4.01699 -2.44475  0.263
H -1.14410 3.79688 -1.25429  0.516
H 2.74475 -0.15480 -0.93342  0.308
H 3.80112 -1.80767 -2.30518  0.566
H 2.43624 -2.97115 -5.44588  0.392
H 3.73316 -3.11882 -4.34315  0.389
H 3.81496 -2.05350 -5.78770  0.396
H 1.73273 -0.41425 -5.69896  0.311
H 0.48065 1.31482 -4.37629  0.588
S -1.78399 1.56006 4.01186  -0.686
Cl 4.98222 7.00132 1.77554  -0.260
C 4.01862 5.62402 2.20902  0.418
C 4.00154 5.04695 3.46196  -0.926
C 3.18392 3.93771 3.72197  -0.169
C 2.39598 3.33796 2.76499  -0.114
C 2.51390 3.84921 1.45833  0.207
C 3.33460 4.95932 1.17293  -1.130
C 1.44281 2.29533 3.10827  0.878
O 0.60322 1.96152 2.21941  -0.289
O 1.40386 1.73489 4.25521  -0.653
H 4.57660 5.48294 4.24110  0.437
H 3.33728 3.56014 4.72382  0.336
H 2.00776 3.44628 0.64860  0.953
H 3.30991 5.36554 0.19490  0.492
F 1.36300 -1.64026 6.97940  -0.289
C 0.59700 -2.52304 6.22608  0.542
F 0.37904 -3.56510 7.11690  -0.296
F 1.40868 -2.88817 5.25264  -0.160
C -0.64857 -1.81323 5.75461  1.014
O -0.28450 -0.99143 4.81611  -0.971
C -1.61578 -2.90025 5.07538  0.370
F -2.33393 -3.56370 6.00914  -0.307
F -0.94672 -3.75625 4.32320  -0.239
F -2.42801 -2.22923 4.27660  -0.188
C -1.39508 -1.09982 6.92638  0.437
F -1.47179 -1.92432 8.05139  -0.300
F -0.78879 -0.03311 7.31275  -0.193
F -2.63573 -0.83891 6.51729  -0.215

Cartesian forces (eV/Å) of the 2 atoms listed first:
-0.752 1.085 0.394
0.434 0.080 -1.764


3.
Below is a molecular structure, C49H37N5PRu, with properties calculated with the ωB97M-V functional and the def2-TZVPD basis.

Values from the calculation:
HOMO (alpha / beta)	-6.2 / -6.2	eV
HOMO-LUMO gap (alpha / beta)	6.366 / 6.313	eV
multiplicity	2
ΔE to the lowest compared entry with this formula, charge and spin	28.7	kcal per mole
E	-2599.48315	Eh
lowest unoccupied orbital energy (alpha / beta)	0.007 / 0.004	Eh

Each line ends with the Mulliken charge.
CARTESIAN COORDINATES (ANGSTROEM)
Ru -1.09214 0.65378 -0.20041  -0.235
C 1.76494 3.92077 0.72464  -1.202
C 1.22940 2.70166 0.27296  -0.143
N -0.03818 2.37644 0.40980  0.321
C -0.88287 3.26832 1.03526  -0.110
C -0.42794 4.51780 1.49278  1.339
C 0.94206 4.82440 1.32543  -0.779
C -1.34073 5.42395 2.08659  -1.118
C -2.65570 5.07526 2.18151  -0.892
C -3.12399 3.82127 1.74225  -0.909
C -2.26474 2.88588 1.19357  0.406
N -2.55748 1.62990 0.71481  0.157
C -3.73271 0.91991 0.83053  0.137
C -4.81833 1.14997 1.65806  -0.797
C -5.96294 0.32805 1.60409  -1.325
C -6.06308 -0.71969 0.73565  -0.923
C -4.95553 -1.03464 -0.08923  1.289
C -4.94955 -2.12403 -0.99165  -0.678
C -3.82135 -2.40853 -1.70061  -1.269
C -2.66591 -1.63611 -1.48841  -0.424
N -2.64116 -0.60649 -0.66919  0.286
C -3.79036 -0.25719 0.00132  0.419
H 2.81823 4.11758 0.57901  0.541
H 1.86187 1.96381 -0.20433  0.522
H 1.31553 5.77938 1.67571  0.420
H -0.98451 6.38556 2.43311  0.408
H -3.36814 5.77328 2.60370  0.392
H -4.18011 3.61965 1.80361  0.516
H -4.80112 1.95506 2.37381  0.503
H -6.78978 0.55460 2.26635  0.368
H -6.95990 -1.32336 0.68061  0.425
H -5.84447 -2.72542 -1.09889  0.416
H -3.78409 -3.23544 -2.39668  0.449
H -1.72729 -1.87245 -1.97536  0.737
N 0.46310 -0.74568 -0.74055  0.406
P 0.50759 -1.22350 0.83778  2.221
C 1.79548 -2.53828 0.94532  -0.246
C 2.09045 -3.10184 2.18681  -0.479
C 3.01128 -4.12955 2.29413  -0.766
C 3.64802 -4.61126 1.15558  -0.572
C 3.34986 -4.06892 -0.08365  -0.893
C 2.42174 -3.03752 -0.18999  -0.380
C 1.13617 -0.06993 2.10309  1.210
C 2.51937 0.07157 2.21430  -0.310
C 3.06803 1.01852 3.06736  -0.931
C 2.24199 1.82473 3.83416  -0.814
C 0.86300 1.69229 3.73303  -0.898
C 0.31654 0.76339 2.86323  0.051
C -0.91948 -2.22826 1.31422  0.990
C -1.05652 -3.45350 0.66033  -0.709
C -2.14662 -4.26977 0.92025  -0.817
C -3.09551 -3.88424 1.85542  -0.695
C -2.94900 -2.68095 2.53046  -0.745
C -1.87101 -1.85392 2.25879  -0.177
H 1.59636 -2.72976 3.07819  0.407
H 3.23404 -4.55703 3.26341  0.437
H 4.36969 -5.41401 1.23728  0.398
H 3.83615 -4.44756 -0.97378  0.473
H 2.18096 -2.62474 -1.16037  0.481
H 3.17474 -0.54873 1.61825  0.170
H 4.14365 1.12613 3.12599  0.435
H 2.66878 2.56550 4.49849  0.410
H 0.20793 2.33395 4.30867  0.464
H -0.75516 0.74058 2.72352  -0.231
H -0.31058 -3.76842 -0.05977  0.425
H -2.25348 -5.20772 0.39063  0.425
H -3.94891 -4.51906 2.05743  0.399
H -3.68704 -2.37176 3.25955  0.476
H -1.79795 -0.90532 2.76858  0.271
N 1.70550 -0.17049 -1.04370  -0.317
C 1.97200 0.09607 -2.26513  0.340
C 1.11771 -0.19098 -3.45468  -0.053
C -0.25130 0.06442 -3.49076  0.093
C -0.98396 -0.18692 -4.64147  -0.886
C -0.36791 -0.71704 -5.76564  -0.497
C 0.99255 -0.99022 -5.73627  -0.837
C 1.72837 -0.71915 -4.59301  -0.240
C 3.29110 0.75437 -2.48712  0.380
C 3.44941 1.71787 -3.48121  -0.479
C 4.65963 2.37904 -3.63396  -0.859
C 5.72925 2.07633 -2.80369  -0.447
C 5.58194 1.11012 -1.81677  -0.841
C 4.37134 0.45424 -1.65864  -0.091
H -0.76237 0.43876 -2.61217  0.628
H -2.04547 0.02810 -4.65234  0.490
H -0.94367 -0.91544 -6.66065  0.392
H 1.48280 -1.40808 -6.60619  0.404
H 2.79379 -0.91428 -4.58061  0.526
H 2.61697 1.95878 -4.13056  0.511
H 4.76407 3.13470 -4.40207  0.403
H 6.67550 2.58737 -2.92696  0.415
H 6.41614 0.86201 -1.17261  0.427
H 4.24511 -0.29796 -0.89033  0.406

Cartesian forces (eV/Å) of the 2 atoms listed first:
0.126 -0.013 0.075
-0.005 0.014 -0.009